Entry 1:
Here is a structure of composition C56H46Cl3N10O5S4Ti at a distorted geometry from the Open Molecules 2025 dataset. Energies are from ωB97M-V/def2-TZVPD.

As for the strongest force on any atom: 5.12 eV/A. The HOMO energy (alpha / beta) comes out at -2.25 / -2.25 eV. The charge is -1. For the frontier orbital gap (alpha / beta), the calculation gives 2.7 / 2.7 eV. The value obtained for the lowest unoccupied orbital energy (alpha / beta) is 0.48 / 0.48 eV.

Positions of all 125 atoms, in Å:
Ti -0.712 -0.756 -0.504
C 2.398 -3.699 0.067
O 1.030 -3.384 -0.016
C 0.104 -4.336 0.237
C 0.446 -5.653 0.503
C -0.538 -6.607 0.738
C -1.863 -6.225 0.689
C -2.206 -4.904 0.428
C -1.244 -3.909 0.219
N -1.618 -2.560 -0.015
N -2.955 -2.456 0.237
C -3.747 -1.533 -0.331
C -3.386 -0.610 -1.326
O -2.108 -0.494 -1.677
C -4.347 0.193 -1.966
C -5.656 0.158 -1.589
C -6.077 -0.703 -0.536
C -7.422 -0.730 -0.105
C -7.826 -1.559 0.907
C -6.889 -2.401 1.532
C -5.577 -2.393 1.132
C -5.138 -1.550 0.091
H 2.680 -4.464 -0.661
H 2.669 -4.026 1.077
H 2.925 -2.773 -0.165
H 1.488 -5.940 0.515
H -0.258 -7.633 0.939
H -2.650 -6.952 0.846
H -3.244 -4.618 0.382
H -4.000 0.855 -2.750
H -6.385 0.799 -2.069
H -8.132 -0.071 -0.593
H -8.860 -1.564 1.228
H -7.203 -3.054 2.337
H -4.847 -3.031 1.613
O 1.353 -3.794 -2.955
C 2.115 -2.968 -3.702
C 2.934 -3.553 -4.668
C 3.745 -2.772 -5.469
C 3.747 -1.387 -5.328
C 2.939 -0.806 -4.368
C 2.127 -1.575 -3.533
C 1.303 -0.920 -2.494
O 0.360 -1.625 -1.898
N 1.486 0.307 -2.176
N 0.596 0.686 -1.170
C 0.390 2.093 -1.222
S 1.603 2.883 -2.345
C 1.246 4.526 -1.708
C 1.327 4.486 -0.186
S 0.609 2.927 0.414
H 0.800 -3.233 -2.368
H 2.907 -4.631 -4.769
H 4.372 -3.244 -6.216
H 4.366 -0.768 -5.963
H 2.913 0.268 -4.240
H 0.261 4.859 -2.032
H 1.999 5.199 -2.122
H 0.773 5.314 0.256
H 2.367 4.539 0.140
S -1.282 2.485 -1.953
C -2.416 2.474 -0.574
N -3.425 3.337 -0.600
N -3.545 4.166 -1.659
C -4.585 5.071 -1.714
C -5.611 5.066 -0.766
C -6.644 5.984 -0.875
C -6.683 6.911 -1.910
C -5.659 6.909 -2.850
C -4.619 6.001 -2.759
N -2.399 1.744 0.553
N -1.650 0.651 0.782
C -1.677 0.427 2.209
C -2.170 -0.748 2.762
C -2.183 -0.922 4.141
C -1.696 0.065 4.983
C -1.220 1.249 4.432
C -1.224 1.434 3.058
H -2.785 4.244 -2.324
H -5.581 4.340 0.033
H -7.436 5.970 -0.136
H -7.496 7.621 -1.983
H -5.671 7.621 -3.667
H -3.826 6.003 -3.498
H -2.570 -1.517 2.120
H -2.584 -1.841 4.553
H -1.704 -0.075 6.057
H -0.859 2.042 5.076
H -0.885 2.365 2.623
Cl 6.173 -5.116 0.802
C 5.786 -3.518 1.364
C 5.783 -2.457 0.477
C 5.448 -1.195 0.939
C 5.104 -0.963 2.267
C 4.747 0.429 2.755
C 3.291 0.578 3.246
N 2.285 -0.271 2.641
C 1.738 -1.417 3.193
C 0.768 -1.824 2.336
N 0.719 -0.959 1.266
C 1.641 -0.052 1.481
O 5.141 1.431 1.834
C 4.243 1.766 0.772
C 4.963 2.687 -0.155
C 5.329 2.388 -1.430
Cl 5.069 0.917 -2.267
S 6.111 3.692 -2.222
C 5.972 4.673 -0.823
C 5.347 4.019 0.188
C 5.163 -2.052 3.129
Cl 4.876 -1.841 4.841
C 5.489 -3.328 2.701
H 6.030 -2.614 -0.564
H 5.473 -0.369 0.244
H 5.367 0.632 3.632
H 2.995 1.619 3.112
H 3.262 0.378 4.314
H 2.065 -1.802 4.144
H 0.101 -2.664 2.417
H 1.826 0.786 0.832
H 3.356 2.275 1.164
H 3.902 0.882 0.227
H 6.357 5.680 -0.825
H 5.160 4.455 1.160
H 5.514 -4.151 3.400

Force components x, y, z for each atom (eV/Å):
Ti -0.306 -2.715 -1.515
C -0.083 0.022 0.006
O 0.242 0.289 -0.031
C -0.114 -0.228 0.074
C 0.045 0.097 -0.017
C -0.030 -0.114 0.010
C 0.040 0.022 -0.047
C -0.100 -0.116 0.076
C 0.049 0.477 -0.118
N 1.450 0.437 0.284
N -1.702 0.614 0.098
C 0.499 -1.015 0.211
C -1.063 0.237 -0.251
O 1.097 0.440 0.552
C 0.351 -0.213 0.359
C -0.544 0.147 0.014
C 0.116 0.243 -0.275
C -0.062 -0.046 0.081
C 0.016 0.026 -0.030
C -0.032 -0.071 0.086
C -0.003 0.073 -0.067
C -0.081 0.068 0.042
H 0.012 0.002 0.000
H 0.026 -0.024 0.021
H 0.020 0.005 -0.001
H 0.005 -0.015 -0.002
H 0.008 -0.017 0.013
H -0.009 -0.015 0.003
H 0.032 0.056 0.017
H 0.017 0.034 -0.095
H -0.052 -0.005 -0.028
H -0.020 0.009 -0.015
H -0.033 -0.004 0.008
H -0.016 -0.013 0.018
H 0.027 -0.010 -0.014
O 0.142 0.037 -0.131
C -0.083 -0.097 0.112
C 0.020 0.007 -0.018
C -0.007 -0.004 -0.002
C 0.011 0.009 0.001
C -0.003 -0.022 0.021
C 0.044 0.048 0.003
C -0.334 -0.252 0.047
O 0.704 -0.170 -0.286
N 0.271 0.153 -0.156
N -0.133 1.000 0.100
C 0.499 -0.684 0.098
S -0.071 -0.066 -0.022
C 0.029 0.046 0.053
C -0.011 0.114 -0.022
S -0.099 0.277 -0.035
H -0.101 0.076 0.069
H 0.002 0.005 0.000
H 0.000 0.001 -0.001
H 0.006 -0.003 -0.008
H 0.005 0.012 0.008
H -0.027 0.002 0.001
H -0.009 0.017 0.020
H 0.024 0.020 0.021
H 0.005 -0.036 -0.004
S -0.271 0.060 0.048
C -0.101 0.969 -1.847
N 0.519 0.244 -0.828
N 0.546 -1.463 1.507
C -0.784 0.596 0.049
C 0.115 0.019 -0.114
C -0.034 -0.012 0.052
C 0.139 -0.074 -0.033
C -0.096 0.071 0.025
C 0.139 -0.220 0.127
N 1.848 -3.335 1.934
N -2.641 4.387 0.073
C -0.334 -0.020 0.556
C 0.061 -0.045 -0.072
C 0.003 0.031 -0.107
C 0.031 0.113 -0.061
C 0.012 -0.046 0.089
C 0.037 0.093 -0.210
H 0.161 -0.208 -0.062
H -0.045 0.002 -0.001
H 0.023 -0.008 -0.021
H 0.016 -0.019 -0.001
H 0.005 -0.023 0.019
H -0.009 0.001 -0.003
H -0.100 -0.263 -0.302
H 0.005 0.029 -0.054
H 0.008 0.005 -0.018
H -0.008 -0.009 -0.030
H 0.029 -0.015 0.043
Cl -0.005 0.025 0.011
C -0.022 -0.038 -0.009
C -0.019 0.014 -0.010
C 0.010 -0.004 -0.044
C -0.018 -0.010 -0.022
C 0.065 0.013 -0.033
C -0.115 0.003 0.137
N 0.161 -0.115 0.075
C -0.043 0.104 0.062
C 0.011 0.045 -0.040
N -0.032 0.028 -0.114
C 0.066 0.066 -0.060
O 0.004 0.037 -0.060
C -0.011 0.003 0.015
C 0.010 0.024 0.017
C -0.023 -0.061 -0.021
Cl -0.020 0.015 0.005
S 0.013 0.020 -0.011
C -0.011 0.038 -0.005
C -0.014 -0.012 0.010
C -0.030 -0.025 0.043
Cl -0.003 0.006 -0.017
C -0.002 0.013 -0.015
H -0.008 -0.003 0.006
H 0.029 -0.054 0.022
H 0.029 0.005 -0.020
H -0.011 0.019 0.032
H 0.012 -0.016 -0.006
H 0.016 -0.002 -0.028
H -0.021 -0.019 -0.048
H 0.004 -0.157 0.056
H 0.038 -0.018 -0.026
H -0.027 0.035 0.003
H 0.002 -0.004 -0.001
H 0.003 -0.003 0.007
H 0.000 0.000 -0.004

***

Entry 2:
Here is a structure of composition C34H28BrN10O4S3Y from the Open Molecules 2025 dataset. Energies are from ωB97M-V/def2-TZVPD.

As for the strongest force on any atom: 0.98 eV/A. The HOMO energy comes out at -7.68 eV. The charge is 0. For the frontier orbital gap, the calculation gives 6.5 eV. The value obtained for the lowest unoccupied orbital energy is -1.18 eV. The value obtained for the energy above the lowest of the compared OMol25 structures with the same formula, charge and spin is 104.53 kJ/mol.

Positions of all 81 atoms, in Å:
Y 0.835 -0.375 -0.353
N 4.443 -2.074 2.246
C 3.665 -1.532 1.282
S 2.461 -2.530 0.555
N 3.965 -0.274 1.009
N 3.178 0.274 0.045
C 3.615 1.377 -0.423
C 2.941 2.010 -1.562
C 3.403 3.203 -2.101
C 2.778 3.714 -3.224
C 1.714 3.020 -3.777
C 1.308 1.849 -3.163
N 1.904 1.351 -2.083
H 4.347 -3.048 2.460
H 5.203 -1.535 2.623
H 4.521 1.815 -0.016
H 4.237 3.713 -1.637
H 3.115 4.643 -3.664
H 1.197 3.383 -4.655
H 0.458 1.289 -3.540
C -5.128 -0.947 -0.911
C -4.173 -0.357 -0.099
C -2.826 -0.479 -0.406
C -2.433 -1.197 -1.528
C -3.392 -1.798 -2.341
C -4.733 -1.669 -2.032
N -1.016 -1.305 -1.805
N -0.768 -1.996 -2.786
C 0.611 -2.178 -3.099
C 0.884 -3.052 -4.133
C 2.206 -3.255 -4.492
C 3.198 -2.571 -3.810
C 2.829 -1.723 -2.782
N 1.560 -1.532 -2.431
H -6.181 -0.847 -0.672
H -4.470 0.205 0.777
H -2.090 -0.024 0.236
H -3.074 -2.363 -3.205
H -5.476 -2.136 -2.666
H 0.062 -3.553 -4.626
H 2.457 -3.937 -5.294
H 4.244 -2.696 -4.056
H 3.570 -1.185 -2.205
O -1.334 4.584 1.740
C -1.604 4.634 0.426
C -2.255 5.767 -0.066
C -2.546 5.881 -1.411
C -2.205 4.861 -2.298
C -1.580 3.729 -1.807
C -1.267 3.593 -0.453
C -0.567 2.361 -0.005
O -0.463 1.376 -0.830
N -0.084 2.382 1.209
N 0.765 1.313 1.545
C 0.668 0.998 2.782
S 1.816 -0.073 3.547
C 1.055 0.003 5.188
C -0.423 0.264 4.999
S -0.609 1.622 3.814
H -0.818 3.748 1.880
H -2.518 6.547 0.639
H -3.042 6.774 -1.773
H -2.431 4.948 -3.353
H -1.329 2.908 -2.467
H 1.529 0.802 5.754
H 1.236 -0.956 5.675
H -0.909 0.556 5.929
H -0.921 -0.614 4.588
Br -3.926 -5.499 4.044
C -2.295 -4.586 3.763
C -1.337 -4.575 4.761
N -0.160 -3.959 4.611
C 0.068 -3.326 3.459
C -0.854 -3.276 2.419
C -2.060 -3.932 2.570
C -0.564 -2.471 1.184
O -0.575 -3.001 0.071
O -0.316 -1.226 1.383
H -1.520 -5.073 5.706
H 1.026 -2.833 3.343
H -2.798 -3.928 1.776

Force components x, y, z for each atom (eV/Å):
Y 0.358 -0.138 0.139
N -0.120 -0.131 -0.004
C 0.191 0.026 0.001
S 0.296 0.011 0.157
N -0.193 -0.025 0.020
N 0.523 -0.203 0.066
C 0.012 0.376 -0.297
C 0.076 -0.116 0.155
C 0.087 0.177 -0.025
C 0.054 0.060 0.004
C -0.015 0.027 -0.032
C -0.038 -0.102 0.112
N -0.051 -0.028 -0.045
H 0.019 -0.024 0.023
H -0.015 0.012 -0.013
H 0.041 0.030 -0.021
H -0.022 0.000 -0.028
H -0.002 -0.014 0.019
H 0.008 -0.010 0.020
H 0.023 0.006 0.018
C -0.022 -0.007 -0.003
C -0.026 -0.020 0.001
C 0.049 0.014 0.025
C 0.040 0.077 0.064
C 0.127 -0.027 -0.087
C -0.033 0.008 0.029
N -0.750 0.439 0.231
N 0.314 -0.559 -0.741
C -0.033 0.048 -0.048
C -0.073 -0.147 -0.196
C 0.003 -0.049 -0.046
C 0.020 0.000 -0.030
C -0.006 0.033 0.081
N -0.236 -0.056 0.015
H 0.049 -0.008 -0.017
H 0.020 -0.011 -0.020
H 0.028 0.024 0.027
H -0.028 -0.002 0.002
H 0.028 0.011 0.010
H 0.047 0.018 0.009
H -0.015 0.020 0.022
H -0.027 0.003 0.006
H -0.011 -0.001 0.027
O -0.086 0.055 -0.092
C 0.021 0.025 0.139
C -0.039 0.065 -0.010
C 0.031 -0.024 -0.012
C 0.027 -0.017 0.077
C -0.097 -0.014 -0.020
C -0.067 -0.130 -0.173
C -0.092 0.022 -0.133
O 0.020 0.251 0.416
N 0.123 0.002 0.014
N -0.375 0.218 -0.210
C 0.080 0.069 0.035
S 0.007 -0.022 -0.104
C 0.012 -0.032 -0.015
C -0.025 -0.003 0.038
S 0.066 -0.025 0.011
H 0.095 0.083 0.080
H 0.026 -0.034 -0.045
H 0.010 -0.042 0.010
H -0.011 0.000 0.022
H -0.003 0.030 0.031
H 0.002 0.014 0.085
H -0.027 0.021 0.015
H 0.009 0.002 0.017
H -0.017 -0.036 0.035
Br -0.034 -0.011 0.018
C -0.036 -0.047 0.043
C 0.263 0.143 -0.034
N -0.151 -0.024 -0.149
C -0.078 -0.071 0.230
C 0.020 0.191 0.024
C -0.127 -0.097 -0.156
C -0.047 0.164 0.029
O 0.075 -0.073 0.083
O -0.335 -0.414 0.052
H 0.024 0.001 -0.013
H -0.001 0.012 0.010
H 0.041 0.004 0.024

***

Entry 3:
Here is a structure of composition C24H28AlI2N4OSSi from the Open Molecules 2025 dataset. Energies are from ωB97M-V/def2-TZVPD.

As for the strongest force on any atom: 0.67 eV/A. The HOMO energy comes out at -10.28 eV. The charge is +1. For the frontier orbital gap, the calculation gives 7.4 eV. The value obtained for the lowest unoccupied orbital energy is -2.93 eV. The value obtained for the energy above the lowest of the compared OMol25 structures with the same formula, charge and spin is 0.00 kJ/mol.

Positions of all 62 atoms, in Å:
Al -1.151 -0.279 -0.477
I 1.473 0.470 -7.559
C 0.597 0.005 -5.733
C -0.298 -1.051 -5.646
C -0.877 -1.359 -4.423
I -2.238 -2.918 -4.284
C -0.563 -0.631 -3.272
O -1.107 -0.932 -2.100
C 0.335 0.442 -3.380
C 0.742 1.222 -2.155
N -0.392 1.480 -1.214
C -1.486 2.288 -1.790
C -2.843 1.785 -1.347
C -4.023 2.398 -1.724
C -5.223 1.863 -1.294
C -5.228 0.726 -0.494
C -4.023 0.167 -0.157
N -2.856 0.696 -0.576
C 0.906 0.752 -4.609
H -0.552 -1.630 -6.525
H 1.179 2.171 -2.468
H 1.506 0.689 -1.582
H -0.021 1.955 -0.392
H -1.432 2.250 -2.878
H -1.379 3.331 -1.493
H -3.992 3.282 -2.351
H -6.157 2.329 -1.581
H -6.148 0.279 -0.145
H -3.962 -0.721 0.459
H 1.597 1.584 -4.686
C -0.371 -3.584 -0.134
Si -0.426 -2.089 0.966
C -1.449 -2.399 2.476
C 1.338 -1.712 1.447
C 2.275 -1.418 0.447
C 3.620 -1.232 0.745
C 4.057 -1.353 2.060
C 3.145 -1.641 3.069
C 1.795 -1.805 2.765
H 0.056 -4.434 0.407
H 0.246 -3.389 -1.018
H -1.369 -3.858 -0.492
H -1.060 -3.261 3.028
H -2.482 -2.625 2.193
H -1.460 -1.529 3.141
H 1.958 -1.369 -0.593
H 4.330 -1.025 -0.046
H 5.110 -1.245 2.293
H 3.487 -1.753 4.092
H 1.098 -2.036 3.566
S -0.392 1.494 1.945
C 0.958 1.624 2.960
N 0.902 1.539 4.291
C 2.190 1.788 4.945
C 3.147 1.923 3.737
N 2.220 1.867 2.601
H 0.020 1.478 4.769
H 2.465 0.958 5.590
H 2.152 2.695 5.541
H 3.855 1.104 3.694
H 3.693 2.862 3.748
H 2.511 1.782 1.643

Force components x, y, z for each atom (eV/Å):
Al 0.328 0.246 -0.525
I 0.040 0.031 -0.094
C -0.021 -0.036 0.000
C -0.045 -0.002 0.113
C 0.044 0.050 -0.124
I -0.059 -0.072 0.030
C 0.028 0.262 0.091
O -0.069 -0.480 -0.094
C 0.109 -0.020 -0.048
C -0.200 0.005 -0.097
N 0.096 -0.188 0.107
C -0.044 -0.046 0.056
C 0.145 -0.007 0.014
C -0.057 0.162 -0.068
C -0.076 0.072 -0.035
C -0.128 0.063 -0.035
C 0.266 0.107 -0.004
N -0.195 -0.381 0.286
C -0.062 0.051 0.088
H 0.014 0.022 0.056
H 0.031 0.073 0.008
H -0.063 -0.037 0.051
H -0.004 0.080 0.093
H 0.010 -0.064 -0.044
H -0.003 0.093 -0.013
H -0.032 -0.061 0.047
H 0.023 -0.007 -0.006
H 0.018 0.035 -0.019
H 0.080 -0.005 -0.002
H -0.005 -0.021 0.011
C -0.065 -0.292 -0.240
Si -0.101 0.384 -0.189
C -0.244 -0.009 0.370
C 0.369 0.078 0.115
C 0.075 -0.006 0.135
C -0.076 -0.010 0.050
C -0.030 0.015 0.022
C -0.052 0.053 -0.034
C 0.094 0.029 -0.087
H -0.034 0.006 -0.072
H -0.055 -0.061 0.081
H 0.103 -0.013 0.023
H -0.069 0.064 -0.001
H 0.069 -0.015 0.084
H -0.016 -0.108 -0.062
H 0.001 -0.025 0.039
H -0.004 -0.006 0.008
H -0.039 0.003 -0.006
H -0.017 0.001 -0.058
H 0.048 0.012 -0.065
S 0.023 0.130 0.174
C -0.088 -0.043 -0.012
N 0.046 0.000 0.190
C -0.119 -0.048 -0.221
C -0.311 -0.034 -0.063
N 0.190 0.036 -0.076
H 0.009 0.007 0.006
H 0.002 -0.056 0.036
H -0.014 0.086 0.026
H 0.099 -0.155 -0.047
H 0.011 0.081 -0.013
H 0.020 -0.028 0.040

***

Which of these has the highest charge? C24H28AlI2N4OSSi

***

Which of these has the highest strongest force on any atom? C56H46Cl3N10O5S4Ti